8
Properties=species:S:1:pos:R:3:mulliken_charge:R:1 method="wB97M-V/def2-TZVPD" total_charge=0 total_energy_ha=-551.88331 lumo_energy_ev=0.0 orbital_gap_ev=9.093
C 1.0069 0.1200 0.6547 0.122
C -0.0741 0.1470 -0.4795 -0.898
O 1.7415 1.2915 0.9503 -0.286
S 2.7746 -0.0508 0.5837 -0.026
H 0.4252 -0.4334 2.0848 0.223
H 0.3913 0.3804 -1.4592 0.289
H -0.7094 1.0607 -0.3030 0.248
H -0.6515 -0.7061 -0.5806 0.328

***

73
Properties=species:S:1:pos:R:3:mulliken_charge:R:1 method="wB97M-V/def2-TZVPD" multiplicity=5 total_charge=0 total_energy_ha=-3742.01609 lumo_energy_ev="0.6 / -1.3" orbital_gap_ev="7.488 / 7.213"
Pt -0.3041 -0.1655 -0.0300 0.116
C -0.6419 -0.9302 -3.9571 -1.227
C 0.7425 -1.4594 -4.2130 0.634
C 1.0448 -2.0935 -5.4131 -0.767
C 2.3218 -2.5610 -5.6808 -0.690
C 3.3289 -2.3987 -4.7420 -0.830
C 3.0478 -1.7756 -3.5367 -0.505
C 1.7647 -1.3008 -3.2672 0.659
P 1.4066 -0.3747 -1.7339 0.976
C 2.8365 -0.7966 -0.6694 0.784
C 2.7877 -2.1462 -0.2983 -0.325
C 3.7025 -2.6822 0.5859 -0.861
C 4.6776 -1.8584 1.1304 -0.637
C 4.7246 -0.5220 0.7758 -0.795
C 3.8159 0.0384 -0.1213 0.515
C 3.9232 1.5000 -0.4595 -1.186
C 1.4254 1.3379 -2.3437 0.704
C 2.3482 1.7660 -3.2969 -0.831
C 2.4369 3.1040 -3.6339 -0.595
C 1.6188 4.0229 -2.9849 -0.683
C 0.6699 3.5987 -2.0740 -0.710
C 0.5003 2.2384 -1.7839 0.455
C -0.6705 1.7779 -1.0134 -1.714
H -1.3505 -1.3372 -4.6766 0.484
H -0.6541 0.1600 -4.0512 0.252
H -0.9834 -1.1785 -2.9492 0.139
H 0.2626 -2.2217 -6.1522 0.415
H 2.5297 -3.0532 -6.6223 0.378
H 4.3315 -2.7514 -4.9463 0.440
H 3.8345 -1.6494 -2.8051 0.454
H 2.0059 -2.7771 -0.7095 0.381
H 3.6506 -3.7273 0.8617 0.416
H 5.3971 -2.2534 1.8362 0.389
H 5.4908 0.1130 1.2057 0.381
H 4.6964 1.9738 0.1443 0.444
H 2.9803 2.0150 -0.2748 -0.092
H 4.1769 1.6440 -1.5097 0.326
H 3.0175 1.0464 -3.7526 0.493
H 3.1452 3.4314 -4.3836 0.416
H 1.7076 5.0769 -3.2176 0.400
H 0.0101 4.3186 -1.6046 0.463
H -1.4326 1.3563 -1.6765 0.434
H -1.1112 2.5546 -0.3924 0.488
C -5.3469 -1.8031 -0.1332 -1.554
C -4.1828 -2.8030 -0.1054 2.268
C -4.2490 -3.7174 -1.3375 -1.602
C -4.2511 -3.6553 1.1686 -1.581
C -2.9152 -2.0578 -0.1296 -0.228
C -1.8692 -1.4421 -0.1639 -0.675
H -6.3039 -2.3303 -0.1192 0.385
H -5.2981 -1.1926 -1.0354 0.375
H -5.3003 -1.1421 0.7327 0.392
H -5.1870 -4.2778 -1.3391 0.385
H -3.4195 -4.4249 -1.3261 0.385
H -4.1895 -3.1301 -2.2543 0.357
H -5.1905 -4.2124 1.1989 0.371
H -4.1897 -3.0263 2.0570 0.384
H -3.4247 -4.3661 1.1900 0.386
C 2.0295 2.7910 2.1222 -0.980
Ge 1.0826 1.2501 2.9311 0.550
C 1.9916 0.7247 4.6087 -1.205
C -0.7358 1.9074 3.3687 -1.165
C 0.9048 -0.2190 1.7116 -0.859
H 1.9144 3.6644 2.7659 0.458
H 1.6070 3.0273 1.1435 0.189
H 3.0947 2.5918 1.9996 0.243
H 2.0021 1.5715 5.2963 0.362
H 3.0201 0.4099 4.4308 0.350
H 1.4588 -0.0978 5.0865 0.362
H -0.6903 2.9015 3.8151 0.388
H -1.2286 1.2317 4.0684 0.340
H -1.3395 1.9549 2.4612 0.315
H 1.2590 -1.2139 1.9764 0.615